Entry 1:
{
  "formula": "C4H10NS",
  "method": "ωB97M-V with the def2-TZVPD basis set",
  "homo_lumo_gap_ha": [0.1668, 0.2057],
  "s_squared": 2.0207,
  "charge": 1,
  "multiplicity": 3,
  "symbols": ["C", "C", "C", "C", "N", "S", "H", "H", "H", "H", "H", "H", "H", "H", "H", "H"],
  "positions_angstrom": [[1.107169, 0.010361, -2.326851], [1.520202, -0.926949, -1.442383], [0.035015, -0.524129, 1.755304], [-0.833605, -0.135145, 0.660089], [-1.667082, 0.885565, 0.776343], [-0.647241, 0.314262, -2.540737], [-2.276211, 1.292546, 0.017813], [0.843282, -1.454345, -0.836297], [2.518033, -1.120085, -1.309900], [0.236865, -1.580211, 1.869804], [-0.056862, -0.038692, 2.693242], [0.984175, -0.206501, 1.395689], [-0.844710, -0.433783, -0.386237], [1.891284, 0.450752, -2.932927], [-0.682126, 1.474470, -3.360918], [-1.676057, 1.414699, 1.587394]],
  "atomic_forces_ev_per_a": [[-1.546, 0.606, -1.048], [-2.033, 0.506, -0.230], [1.469, -0.769, -1.209], [-0.842, -1.494, -1.696], [-2.972, 2.660, -1.765], [2.286, 0.767, -0.442], [1.243, -1.117, 1.335], [-0.735, -0.675, 0.681], [2.386, -0.392, 0.122], [-0.674, -0.503, 0.317], [-0.730, 0.392, 0.805], [1.723, 0.557, 0.138], [0.575, -0.963, 0.897], [-0.569, 0.624, -0.236], [0.522, -1.299, 0.672], [-0.101, 1.098, 1.659]]
}

=====

Entry 2:
{
  "formula": "C4H10NS",
  "method": "ωB97M-V with the def2-TZVPD basis set",
  "homo_lumo_gap_ha": [0.2100, 0.3169],
  "s_squared": 2.0041,
  "charge": 1,
  "multiplicity": 3,
  "symbols": ["C", "C", "C", "C", "N", "S", "H", "H", "H", "H", "H", "H", "H", "H", "H", "H"],
  "positions_angstrom": [[-0.977953, -1.535954, -0.084682], [-1.254876, -0.219646, 0.512313], [1.631489, 1.209362, -0.079552], [1.270441, -0.281831, -0.022171], [-0.204084, -0.365491, -0.437564], [-2.706216, 0.593905, -0.060055], [-0.245638, -2.119995, 0.574766], [-1.586494, -2.166150, -0.805570], [-0.986247, -0.127247, 1.598531], [1.379517, 1.373995, -1.154919], [1.000668, 1.693235, 0.518481], [2.605910, 1.501253, 0.170633], [1.505337, -0.667657, 0.912025], [1.688809, -0.892625, -0.838120], [-0.459995, 0.208672, -1.312306], [-2.660675, 1.796169, 0.508197]],
  "atomic_forces_ev_per_a": [[1.238, -2.372, 0.806], [2.793, -1.677, 4.389], [0.120, -3.154, -4.198], [-0.199, 1.207, -2.895], [1.388, 1.064, -0.263], [-5.150, 1.110, -3.233], [-1.720, 0.257, -1.000], [0.578, 1.424, 0.596], [-0.007, 0.269, -1.126], [0.618, 1.087, 0.783], [-2.696, 2.254, 2.394], [1.518, -0.071, 0.079], [-0.450, -1.275, 1.751], [0.596, 0.353, 0.562], [0.375, -0.815, 0.345], [0.999, 0.339, 1.010]]
}

=====

Calculated energy relative to the best compared isomer or geometry (same formula, charge and spin) in order - 31.5; 83.2 kcal per mole
Calculated electronic energy in order - -610.89134; -610.80907 hartree